1.
A 8-piece molecular cluster, C50H76IN3O23 overall, computed with ωB97M-V/def2-TZVPD.

Structure (XYZ):
```
153
C50H76IN3O23 ωB97M-V/def2-TZVPD
C -4.65 -4.64 1.57
C -4.19 -3.48 0.71
O -4.86 -2.33 1.17
C -4.84 -1.21 0.32
C -6.10 -0.41 0.62
O -5.88 0.97 0.35
C -6.63 1.48 -0.73
C -6.02 1.12 -2.06
C -6.66 0.38 -3.01
C -8.08 -0.07 -2.75
C -9.18 1.01 -2.97
C -8.72 2.45 -3.18
C -9.86 3.33 -3.77
N -10.11 4.60 -3.07
C -5.99 0.04 -4.23
C -6.57 -0.78 -5.35
I -8.10 0.31 -6.43
C -7.03 -2.21 -5.03
C -6.86 -3.13 -6.24
C -4.72 0.50 -4.44
C -4.05 1.28 -3.50
N -2.79 1.73 -3.77
C -2.25 2.49 -2.87
C -2.91 2.85 -1.65
C -2.23 3.77 -0.68
C -2.51 5.24 -1.01
N -4.11 2.41 -1.37
C -4.70 1.61 -2.30
H -5.68 -4.90 1.32
H -4.58 -4.33 2.61
H -4.00 -5.50 1.41
H -3.10 -3.35 0.81
H -4.43 -3.67 -0.34
H -3.97 -0.57 0.51
H -4.82 -1.51 -0.73
H -6.34 -0.56 1.67
H -6.91 -0.78 -0.01
H -6.63 2.57 -0.63
H -7.67 1.16 -0.64
H -8.34 -0.94 -3.34
H -8.13 -0.41 -1.72
H -9.82 0.70 -3.79
H -9.81 1.01 -2.08
H -7.87 2.50 -3.87
H -8.47 2.89 -2.21
H -10.78 2.76 -3.82
H -9.59 3.59 -4.79
H -10.51 4.39 -2.16
H -9.22 5.03 -2.87
H -5.78 -0.87 -6.09
H -6.48 -2.57 -4.17
H -8.09 -2.21 -4.79
H -7.38 -4.07 -6.06
H -7.33 -2.66 -7.11
H -5.81 -3.32 -6.45
H -4.20 0.27 -5.36
H -1.26 2.88 -3.05
H -2.63 3.55 0.31
H -1.15 3.57 -0.70
H -2.42 5.86 -0.12
H -3.51 5.35 -1.43
H -1.80 5.62 -1.75
C -2.68 -3.99 8.08
C -3.16 -3.93 6.64
C -3.84 -5.16 6.10
O -3.57 -5.06 4.69
C -2.42 -4.36 4.55
O -1.83 -4.25 3.52
O -2.04 -3.82 5.72
H -1.75 -3.46 8.18
H -3.42 -3.53 8.74
H -2.52 -5.01 8.41
H -3.78 -3.04 6.48
H -4.91 -5.19 6.28
H -3.38 -6.08 6.47
C 2.65 3.69 -6.94
C 2.20 3.25 -5.56
C 0.98 3.93 -5.00
O 1.20 3.82 -3.59
C 2.53 3.76 -3.38
O 3.06 3.85 -2.32
O 3.18 3.60 -4.56
H 3.73 3.68 -7.01
H 2.26 3.01 -7.70
H 2.30 4.69 -7.18
H 2.09 2.16 -5.52
H 0.04 3.45 -5.28
H 0.94 4.99 -5.26
C 6.16 3.14 -2.72
C 6.89 1.98 -2.08
C 8.14 2.31 -1.30
O 8.89 1.09 -1.40
C 8.51 0.46 -2.54
O 9.06 -0.48 -3.01
O 7.44 1.08 -3.08
H 5.74 2.85 -3.68
H 5.35 3.48 -2.08
H 6.84 3.99 -2.89
H 6.20 1.39 -1.47
H 7.96 2.56 -0.26
H 8.72 3.10 -1.78
C -4.02 2.59 3.23
C -3.91 1.64 4.40
C -4.09 0.18 4.07
O -4.56 -0.36 5.31
C -5.20 0.64 5.97
O -5.85 0.49 6.95
O -4.99 1.82 5.35
H -4.50 3.52 3.54
H -3.03 2.83 2.85
H -4.60 2.17 2.41
H -2.98 1.80 4.95
H -3.17 -0.32 3.76
H -4.86 0.02 3.31
C 3.00 -0.86 7.32
C 2.47 -2.23 7.69
C 1.47 -2.84 6.73
O 0.72 -3.70 7.60
C 0.77 -3.17 8.85
O 0.10 -3.54 9.76
O 1.68 -2.17 8.90
H 3.15 -0.26 8.21
H 3.96 -0.95 6.80
H 2.32 -0.32 6.66
H 3.29 -2.92 7.88
H 1.91 -3.42 5.93
H 0.78 -2.10 6.31
C 11.11 -2.48 -2.26
C 11.84 -3.67 -1.67
C 13.08 -3.35 -0.88
O 13.84 -4.56 -1.00
C 13.48 -5.15 -2.16
O 14.04 -6.08 -2.65
O 12.40 -4.54 -2.69
H 10.69 -2.73 -3.23
H 10.31 -2.17 -1.61
H 11.78 -1.63 -2.40
H 11.15 -4.28 -1.07
H 12.88 -3.11 0.16
H 13.65 -2.54 -1.34
C 12.74 1.78 0.41
C 11.68 1.00 1.16
C 11.91 0.79 2.64
O 11.18 -0.42 2.88
C 11.16 -1.13 1.73
O 10.79 -2.25 1.61
O 11.63 -0.37 0.71
H 12.87 1.38 -0.59
H 12.45 2.83 0.33
H 13.70 1.74 0.92
H 10.69 1.43 0.98
H 11.52 1.59 3.27
H 12.96 0.62 2.87
```

As for the total energy: -112747.896 eV. The value obtained for the LUMO energy is -0.4544 eV. The total charge is 0. The calculation puts the HOMO-LUMO gap at 8.7 eV. The SMILES is CCOCCOCc1c(CCCCN)c([C@H](I)CC)cc2ncc(CC)nc12.C[C@@H]1COC(=O)O1.C[C@@H]1COC(=O)O1.C[C@@H]1COC(=O)O1.C[C@@H]1COC(=O)O1.C[C@@H]1COC(=O)O1.C[C@@H]1COC(=O)O1.C[C@@H]1COC(=O)O1.

2.
C50H80BHfN4P2 as an isolated structure at a distorted geometry, computed with ωB97M-V/def2-TZVPD.

Structure (XYZ):
```
138
C50H80BHfN4P2 ωB97M-V/def2-TZVPD
Hf 0.07 0.07 -0.31
C -1.83 -3.70 -3.95
C -2.65 -3.34 -2.70
C -3.50 -4.55 -2.30
C -3.60 -2.18 -3.03
P -1.46 -2.66 -1.38
C -2.71 -2.36 -0.02
N -3.04 -0.95 0.03
B -2.12 0.15 -0.02
N -2.94 1.31 0.20
C -2.47 2.67 0.34
P -1.23 3.04 -1.01
C 0.19 3.97 -0.16
C 1.41 3.70 -1.06
C 0.02 5.47 0.04
C 0.46 3.32 1.21
C -2.30 4.23 -2.02
C -3.47 3.36 -2.52
C -1.52 4.73 -3.24
C -2.86 5.43 -1.25
C -4.27 0.93 0.35
C -5.41 1.67 0.59
C -6.62 1.00 0.69
C -6.69 -0.38 0.59
C -5.54 -1.14 0.37
C -4.33 -0.48 0.25
C -0.39 -4.07 -0.69
C -1.00 -5.47 -0.66
C -0.03 -3.68 0.75
C 0.87 -4.07 -1.56
H -2.50 -3.94 -4.78
H -1.20 -4.58 -3.78
H -1.18 -2.88 -4.27
H -4.37 -4.59 -2.96
H -3.87 -4.50 -1.28
H -2.96 -5.49 -2.42
H -4.22 -2.45 -3.88
H -3.07 -1.26 -3.29
H -4.26 -1.95 -2.20
H -2.29 -2.69 0.93
H -3.62 -2.94 -0.20
H -2.03 2.83 1.32
H -3.32 3.35 0.26
H 1.22 3.99 -2.09
H 1.70 2.64 -1.04
H 2.27 4.28 -0.70
H -0.06 5.99 -0.91
H 0.90 5.86 0.55
H -0.85 5.71 0.65
H 0.47 2.23 1.16
H -0.26 3.63 1.96
H 1.45 3.63 1.55
H -3.11 2.41 -2.94
H -4.00 3.89 -3.31
H -4.19 3.12 -1.74
H -1.29 3.91 -3.92
H -0.59 5.22 -2.95
H -2.12 5.46 -3.79
H -3.09 5.21 -0.20
H -3.79 5.75 -1.72
H -2.18 6.28 -1.27
H -5.38 2.75 0.69
H -7.53 1.57 0.88
H -7.65 -0.88 0.68
H -5.61 -2.22 0.32
H -1.98 -5.48 -0.18
H -0.34 -6.12 -0.09
H -1.09 -5.89 -1.66
H -0.78 -4.03 1.45
H 0.09 -2.61 0.87
H 0.92 -4.15 1.02
H 0.65 -4.28 -2.61
H 1.58 -4.83 -1.20
H 1.37 -3.10 -1.52
C 5.40 -2.47 -1.46
C 4.88 -1.19 -2.15
C 5.03 0.03 -1.24
C 3.54 -1.34 -2.88
C 3.62 -1.98 -4.11
C 2.59 -1.95 -5.04
C 1.51 -1.12 -4.79
C 1.38 -0.49 -3.56
C 0.35 0.61 -3.40
C -1.07 0.20 -3.78
C 0.82 1.81 -4.22
C 2.31 -0.75 -2.53
N 1.90 -0.44 -1.22
C 2.48 -1.18 -0.18
C 2.15 -1.00 1.11
N 1.14 -0.12 1.54
C 1.14 0.09 2.95
C 2.30 0.62 3.54
C 2.39 0.70 4.92
C 1.34 0.30 5.73
C 0.18 -0.16 5.15
C 0.06 -0.28 3.77
C -1.26 -0.80 3.21
C -1.71 -2.10 3.89
C -2.34 0.27 3.35
C 3.44 1.20 2.71
C 3.63 2.69 3.04
C 4.76 0.45 2.94
H 6.46 -2.35 -1.22
H 5.28 -3.33 -2.11
H 4.88 -2.67 -0.52
H 5.58 -1.01 -2.97
H 4.55 -0.11 -0.27
H 4.61 0.92 -1.71
H 6.09 0.21 -1.06
H 4.54 -2.48 -4.38
H 2.67 -2.49 -5.97
H 0.77 -0.95 -5.57
H 0.34 0.95 -2.34
H -1.18 0.18 -4.87
H -1.81 0.90 -3.38
H -1.29 -0.79 -3.41
H 0.79 1.57 -5.28
H 1.84 2.08 -3.96
H 0.17 2.68 -4.05
H 3.19 -1.95 -0.44
H 2.63 -1.59 1.88
H 3.29 1.09 5.38
H 1.43 0.35 6.81
H -0.66 -0.45 5.77
H -1.11 -1.01 2.15
H -2.00 -1.92 4.92
H -0.92 -2.85 3.88
H -2.59 -2.50 3.37
H -2.54 0.47 4.40
H -3.27 -0.05 2.87
H -2.01 1.21 2.89
H 3.19 1.13 1.65
H 4.00 2.82 4.06
H 2.68 3.23 2.96
H 4.35 3.14 2.36
H 5.11 0.58 3.96
H 5.53 0.83 2.27
H 4.65 -0.62 2.75
```

As for the total energy: -79666.233 eV. The value obtained for the LUMO energy is -3.3982 eV. The total charge is +1. The calculation puts the HOMO-LUMO gap at 6.1 eV.

3.
C50H80F6N5O22Pb2S2 as an isolated structure at a distorted geometry, computed with ωB97M-V/def2-TZVPD.

Structure (XYZ):
```
167
C50H80F6N5O22Pb2S2 ωB97M-V/def2-TZVPD
Pb -3.65 -0.47 -0.82
Pb 4.53 0.78 0.36
C 0.25 0.95 1.16
C 1.46 1.33 0.60
C 1.78 0.98 -0.83
O 2.99 0.91 -1.21
C 0.80 0.42 -1.60
C -0.47 0.06 -1.11
C -0.73 0.37 0.38
O -1.79 -0.14 0.87
O -1.46 -0.33 -1.77
O 2.30 1.91 1.33
H 0.11 0.99 2.24
H 1.03 -0.01 -2.57
C 7.72 3.18 -2.02
F 8.24 2.94 -3.20
F 8.22 2.40 -1.05
F 7.88 4.44 -1.73
S 5.81 3.00 -2.22
O 5.35 4.20 -2.88
O 5.49 1.90 -3.10
N 5.19 2.88 -0.60
S 4.67 4.31 -0.05
O 5.57 5.39 -0.39
O 3.28 4.61 -0.26
C 4.96 4.11 1.88
F 4.59 5.25 2.46
F 4.30 3.11 2.42
F 6.28 4.02 2.07
C -7.97 1.62 2.45
O -6.82 0.96 2.99
C -5.69 1.83 3.10
C -4.49 1.14 2.43
N -4.51 1.27 0.95
C -3.84 2.49 0.50
C -4.06 2.82 -0.97
O -3.50 1.76 -1.79
C -2.98 2.27 -3.05
H -8.81 0.93 2.35
H -7.79 1.99 1.43
H -8.21 2.42 3.14
H -5.48 1.73 4.17
H -5.78 2.91 2.97
H -4.54 0.07 2.65
H -3.53 1.50 2.80
H -5.46 1.23 0.58
H -2.76 2.34 0.61
H -4.23 3.30 1.11
H -3.77 3.79 -1.36
H -5.15 2.71 -1.05
H -2.07 2.84 -2.90
H -3.68 2.89 -3.61
H -2.82 1.42 -3.71
C 0.08 1.86 7.59
O 0.65 2.40 6.42
C 1.55 1.50 5.80
C 1.11 0.09 5.52
N 1.93 -0.89 6.25
C 1.37 -2.25 6.19
C 2.42 -3.17 6.79
O 2.56 -3.02 8.19
C 2.59 -4.15 9.02
H 0.76 1.44 8.33
H -0.75 1.17 7.41
H -0.34 2.69 8.16
H 2.51 1.53 6.33
H 1.82 1.97 4.84
H 0.94 -0.15 4.47
H 0.09 -0.04 5.92
H 2.02 -0.62 7.22
H 1.21 -2.40 5.12
H 0.39 -2.22 6.68
H 3.41 -2.96 6.37
H 2.26 -4.23 6.58
H 1.63 -4.67 8.86
H 2.67 -4.04 10.09
H 3.35 -4.88 8.71
C -6.99 -2.07 -6.63
O -6.15 -2.06 -5.50
C -5.43 -0.85 -5.36
C -5.16 -0.55 -3.86
N -4.12 -1.38 -3.25
C -4.52 -2.79 -3.06
C -3.41 -3.63 -2.43
O -2.73 -2.86 -1.45
C -1.81 -3.63 -0.71
H -7.87 -1.45 -6.44
H -7.43 -3.04 -6.86
H -6.54 -1.76 -7.57
H -6.14 -0.08 -5.68
H -4.50 -0.74 -5.93
H -6.13 -0.65 -3.36
H -4.88 0.50 -3.91
H -3.30 -1.33 -3.85
H -4.83 -3.22 -4.01
H -5.38 -2.78 -2.38
H -2.72 -3.91 -3.23
H -3.85 -4.55 -2.03
H -2.29 -4.19 0.10
H -1.14 -2.91 -0.25
H -1.24 -4.39 -1.26
C 3.89 -3.84 -2.99
O 4.23 -2.47 -3.10
C 3.32 -1.69 -3.90
C 3.95 -0.35 -4.20
N 4.97 -0.53 -5.17
C 5.55 0.70 -5.73
C 7.05 0.75 -5.44
O 7.75 1.78 -6.07
C 9.11 1.95 -5.70
H 4.36 -4.27 -2.10
H 4.24 -4.38 -3.87
H 2.81 -3.99 -2.88
H 2.41 -1.63 -3.30
H 2.95 -2.20 -4.80
H 4.25 0.17 -3.29
H 3.00 0.16 -4.48
H 4.61 -1.09 -5.93
H 5.09 1.61 -5.35
H 5.33 0.80 -6.80
H 7.54 -0.16 -5.82
H 7.23 0.81 -4.36
H 9.57 2.65 -6.39
H 9.67 1.02 -5.64
H 9.21 2.42 -4.72
C -1.26 -2.71 -6.04
C -0.84 -4.03 -6.25
C -0.22 -4.75 -5.25
C 0.21 -4.08 -4.10
C -0.18 -2.75 -3.89
C -0.92 -2.08 -4.85
O -1.25 -0.78 -4.55
O 0.14 -6.06 -5.31
H -1.81 -2.11 -6.76
H -1.09 -4.40 -7.24
H 0.74 -4.66 -3.36
H 0.00 -2.26 -2.94
H -1.00 -0.66 -3.63
H -0.43 -6.68 -5.79
C -1.81 -3.01 4.52
C -1.18 -4.23 4.66
C -0.21 -4.58 3.77
C 0.08 -3.76 2.70
C -0.62 -2.58 2.48
C -1.61 -2.17 3.43
O -2.38 -1.06 3.28
O 0.49 -5.74 4.00
H -2.53 -2.74 5.29
H -1.31 -4.85 5.54
H 0.84 -4.11 2.01
H -0.48 -1.97 1.60
H -2.15 -0.61 2.44
H 1.01 -5.90 3.21
C -1.62 6.54 4.20
C -0.35 6.50 3.68
C 0.11 5.29 3.15
C -0.74 4.19 3.10
C -1.98 4.19 3.72
C -2.38 5.39 4.28
O -3.70 5.54 4.70
O 1.35 5.20 2.62
H -2.09 7.42 4.61
H 0.29 7.38 3.63
H -0.50 3.21 2.72
H -2.60 3.30 3.78
H -4.15 6.30 4.32
H 1.60 4.28 2.45
```

As for the total energy: -154098.868 eV. The value obtained for the LUMO energy is -4.3434 eV. The total charge is +1. The calculation puts the HOMO-LUMO gap at 5.3 eV.